No. 1
The following is a quantum chemistry calculation of one molecule with the formula C5H11NO, from the Open Molecules 2025 dataset.

Structure (ORCA input):
```
! RIJCOSX wB97M-V def2-TZVPD def2/J DEFGRID3
* xyz 0 1
O -0.519 1.391 1.801
C -0.223 1.646 0.668
C 0.206 0.650 -0.398
C 0.630 -0.744 0.121
C 1.393 -1.480 -0.989
C -0.583 -1.542 0.597
N -0.822 0.599 -1.444
H -0.305 2.670 0.233
H 1.103 1.082 -0.859
H 1.271 -0.510 0.973
H 1.015 -1.170 -1.953
H 1.243 -2.555 -0.927
H 2.438 -1.199 -0.953
H -1.274 -1.676 -0.231
H -0.295 -2.533 0.940
H -1.083 -1.040 1.424
H -1.044 1.549 -1.744
H -1.700 0.300 -1.018
*
```

Results
Relative energy (zero: lowest compared OMol25 entry of this formula, charge and spin): 1.132 eV
Frontier orbital gap: 10.30 eV
Structure (SMILES): CC(C)[C@@H](N)C=O



No. 2
The following is a quantum chemistry calculation of C15H26ClNdO2P2 as an isolated structure in a non-equilibrium geometry, from the Open Molecules 2025 dataset.

Structure (ORCA input):
```
! RIJCOSX wB97M-V def2-TZVPD def2/J DEFGRID3
* xyz 2 4
C 1.195 4.305 -0.748
C 0.341 3.195 -0.911
H 0.610 5.240 -0.734
H 1.953 4.294 -1.551
H 1.700 4.192 0.223
O -0.578 2.599 -1.342
Cl 1.570 1.562 0.542
Nd 0.502 -1.484 0.903
P 1.493 -0.172 -1.861
C 0.734 -0.663 -3.458
C 2.591 1.142 -2.522
H 3.340 0.680 -3.185
H 3.508 -1.377 -2.409
H 3.096 1.654 -1.694
H 3.260 -1.365 -0.641
H 0.050 0.146 -3.752
H 2.007 1.877 -3.098
C 2.762 -1.495 -1.615
H 1.519 -0.792 -4.218
H 2.337 -2.507 -1.666
H 0.158 -1.593 -3.351
P -1.311 0.966 1.743
C -3.135 0.901 1.841
C -0.816 0.161 3.337
H -0.100 3.011 2.308
H -1.612 2.856 3.251
H -1.672 3.367 1.522
C -1.157 2.725 2.255
H 0.284 0.056 3.394
H -1.135 0.845 4.132
H -3.489 1.373 2.767
H -3.509 -0.127 1.797
H -1.300 -0.815 3.483
H -3.537 1.453 0.982
C -1.867 -0.788 -0.737
O -2.514 -0.145 -1.480
C 0.044 -3.935 1.213
C -1.008 -3.259 1.859
C -1.827 -2.385 1.130
C -1.566 -2.123 -0.235
C -0.552 -2.863 -0.902
C 0.244 -3.759 -0.169
H 0.698 -4.611 1.775
H -1.195 -3.388 2.924
H -2.710 -1.924 1.574
H -0.439 -2.735 -1.975
H 1.030 -4.296 -0.700
*
```

Results
Relative energy (zero: lowest compared OMol25 entry of this formula, charge and spin): 0.561 eV
Frontier orbital gap (spin up / spin down): 6.20 / 6.25 eV
Expectation value of S²: 3.834



No. 3
The following is a quantum chemistry calculation of one molecule with the formula C13H11ClN2O3S in a non-equilibrium geometry, from the Open Molecules 2025 dataset.

Structure (ORCA input):
```
! RIJCOSX wB97M-V def2-TZVPD def2/J DEFGRID3
* xyz 0 1
O 0.474 -4.143 -0.341
O 0.779 -3.617 1.955
Cl -5.569 -0.531 0.480
N 2.368 2.884 -0.040
O 1.001 -0.413 -0.349
C 1.883 1.827 -0.562
C 3.040 -0.029 0.649
C 2.548 -1.396 0.849
C 2.008 0.513 -0.045
C 1.315 -1.577 0.280
C -3.155 -0.957 1.668
C -3.505 -1.946 -0.531
C -1.896 -1.622 1.734
C -2.137 -2.336 -0.451
C -3.961 -1.183 0.522
C -1.320 -2.344 0.684
N 0.947 2.153 -1.583
C 1.968 4.075 -0.789
C 0.884 3.641 -1.765
S 0.335 -3.054 0.710
H 3.878 0.530 1.129
H 2.972 -2.169 1.542
H -3.521 -0.461 2.526
H -4.049 -2.134 -1.467
H -1.610 -1.572 2.777
H -1.726 -2.828 -1.374
H 0.721 1.410 -2.253
H 1.483 4.860 -0.103
H 2.829 4.542 -1.382
H -0.178 4.131 -1.635
H 1.193 3.743 -2.836
*
```

Results
Relative energy (zero: lowest compared OMol25 entry of this formula, charge and spin): 4.683 eV
Frontier orbital gap: 8.48 eV
Structure (SMILES): O=S(=O)(c1ccc(Cl)cc1)c1ccc(C2=NCCN2)o1



No. 4
The following is a quantum chemistry calculation of H18O9 as an isolated structure in a non-equilibrium geometry, from the Open Molecules 2025 dataset.

Structure (ORCA input):
```
! RIJCOSX wB97M-V def2-TZVPD def2/J DEFGRID3
* xyz 0 1
O 29.969 8.912 20.901
H 30.522 8.260 20.472
H 29.251 8.405 21.280
O 29.372 6.091 21.285
H 29.370 6.717 22.009
H 28.527 5.645 21.352
O 28.017 7.297 24.362
H 28.188 7.790 23.559
H 27.334 6.672 24.119
O 30.326 8.370 23.539
H 30.244 8.427 24.491
H 29.429 8.253 23.227
O 31.520 6.962 26.721
H 30.984 6.630 27.441
H 30.914 7.477 26.188
O 28.242 8.365 22.543
H 27.325 8.153 22.369
H 28.350 9.255 22.207
O 32.180 7.736 22.608
H 31.275 7.869 22.891
H 32.443 6.914 23.021
O 29.893 8.210 25.854
H 29.364 7.896 26.586
H 29.878 9.164 25.938
O 30.622 10.690 22.724
H 30.789 9.862 23.174
H 30.991 11.356 23.304
*
```

Results
Relative energy (zero: lowest compared OMol25 entry of this formula, charge and spin): 8.632 eV
Frontier orbital gap: 8.84 eV



No. 5
The following is a quantum chemistry calculation of C22H21N6OPt as an isolated structure in a non-equilibrium geometry, from the Open Molecules 2025 dataset.

Structure (ORCA input):
```
! RIJCOSX wB97M-V def2-TZVPD def2/J DEFGRID3
* xyz 3 1
Pt -0.218 1.330 -0.105
C -3.448 -2.980 0.916
C -2.622 -2.879 2.043
C -1.869 -1.751 2.238
C -1.926 -0.708 1.271
C -2.705 -0.855 0.093
C -3.494 -1.969 -0.050
N -1.245 0.459 1.409
C -1.134 1.173 2.563
C -1.717 0.833 3.819
C -1.580 1.692 4.883
C -0.920 2.917 4.737
C -0.384 3.324 3.505
C -0.502 2.468 2.450
N -0.040 2.765 1.135
N 0.394 3.891 0.809
C 0.738 3.929 -0.555
C 1.281 5.076 -1.089
C 1.471 5.125 -2.472
C 1.082 4.047 -3.244
C 0.555 2.905 -2.635
N 0.408 2.830 -1.319
H -4.048 -3.872 0.778
H -2.575 -3.694 2.752
H -1.186 -1.678 3.072
H -2.738 -0.051 -0.632
H -4.152 -2.065 -0.902
H -2.283 -0.077 3.933
H -2.011 1.433 5.840
H -0.850 3.584 5.587
H 0.093 4.288 3.390
H 1.526 5.905 -0.440
H 1.896 6.008 -2.930
H 1.179 4.066 -4.320
H 0.250 2.044 -3.214
N 0.321 -0.479 -0.959
C 0.976 -1.259 -1.531
N 1.679 -2.112 -2.167
C 1.058 -3.165 -3.014
C 1.443 -4.527 -2.450
O 2.835 -4.631 -2.276
C 3.363 -3.673 -1.388
C 3.138 -2.275 -1.939
H 1.449 -3.049 -4.025
H -0.022 -3.027 -3.023
H 1.159 -5.296 -3.167
H 0.916 -4.709 -1.503
H 4.432 -3.865 -1.308
H 2.904 -3.768 -0.395
H 3.630 -2.175 -2.906
H 3.493 -1.500 -1.263
*
```

Results
Frontier orbital gap: 4.06 eV



No. 6
The following is a quantum chemistry calculation of C38H64ClN8NaO5P2 as an isolated structure in a non-equilibrium geometry, from the Open Molecules 2025 dataset.

Structure (ORCA input):
```
! RIJCOSX wB97M-V def2-TZVPD def2/J DEFGRID3
* xyz -2 1
Na -0.685 2.122 -0.234
C -4.018 -4.255 1.555
C -4.942 -3.489 0.564
C -4.884 -4.229 -0.815
C -6.385 -3.501 1.134
C -4.398 -2.085 0.390
C -3.109 -1.724 0.675
C -2.590 -0.478 0.332
N -1.365 -0.005 0.508
C -0.311 -0.719 0.952
C 0.010 -2.047 0.693
C 1.041 -2.720 1.311
C 1.880 -2.030 2.199
C 1.546 -0.740 2.636
C 0.688 0.039 1.715
O 0.763 1.292 1.592
C 2.153 -0.017 3.826
C 2.757 -1.009 4.821
C 3.205 1.039 3.403
C 1.074 0.703 4.637
C 1.284 -4.190 1.210
C 0.431 -4.754 0.012
C 0.795 -4.823 2.525
C 2.752 -4.554 0.959
C -3.533 0.627 -0.167
O -3.077 1.732 -0.581
C -4.998 0.260 -0.193
C -5.305 -1.053 -0.054
C -6.021 1.333 -0.109
C -7.390 0.778 0.370
C -6.064 2.036 -1.465
C -5.558 2.328 1.013
H -4.438 -5.215 1.801
H -3.908 -3.732 2.542
H -3.003 -4.386 1.165
H -5.069 -5.302 -0.581
H -3.869 -4.171 -1.244
H -5.539 -3.906 -1.556
H -6.497 -4.363 1.852
H -7.185 -3.597 0.371
H -6.580 -2.683 1.773
H -2.416 -2.444 1.105
H -0.517 -2.508 -0.090
H 2.794 -2.416 2.645
H 3.735 -1.353 4.347
H 2.154 -1.910 4.975
H 3.052 -0.548 5.769
H 3.901 0.525 2.716
H 3.750 1.390 4.275
H 2.698 1.898 2.898
H 0.286 0.007 4.974
H 0.489 1.443 4.050
H 1.434 1.085 5.579
H -0.649 -4.697 0.204
H 0.741 -5.832 -0.112
H 0.607 -4.289 -0.980
H -0.266 -4.435 2.570
H 1.289 -4.544 3.443
H 0.825 -5.922 2.528
H 3.164 -4.055 0.068
H 2.920 -5.636 0.771
H 3.418 -4.281 1.768
H -6.347 -1.285 -0.199
H -7.826 -0.039 -0.235
H -8.117 1.606 0.356
H -7.351 0.357 1.363
H -6.125 1.243 -2.233
H -5.127 2.646 -1.509
H -6.983 2.625 -1.556
H -5.586 1.828 1.982
H -6.412 3.037 1.123
H -4.573 2.752 0.811
C 2.315 3.724 0.071
N 3.507 3.620 -0.697
C 3.975 4.878 -1.363
P 4.215 2.211 -1.177
O 4.305 1.285 -0.034
O 3.425 1.572 -2.477
P 1.962 1.030 -2.794
O 1.020 1.144 -1.607
N 1.529 1.902 -4.175
C 2.165 1.830 -5.463
C 0.249 2.604 -4.073
N 2.367 -0.470 -3.365
C 3.301 -1.244 -2.524
C 1.370 -1.233 -4.261
N 5.661 2.541 -2.008
C 6.831 2.764 -1.110
C 5.926 2.189 -3.385
H 2.549 4.398 0.900
H 1.927 2.793 0.493
H 1.429 4.166 -0.508
H 4.552 5.495 -0.595
H 3.209 5.530 -1.777
H 4.728 4.594 -2.154
H 3.164 1.462 -5.330
H 2.152 2.866 -5.800
H 1.531 1.204 -6.091
H 0.125 3.502 -3.445
H -0.519 1.855 -3.870
H 0.085 2.879 -5.103
H 3.340 -2.296 -2.892
H 3.025 -1.257 -1.458
H 4.253 -0.734 -2.528
H 0.701 -0.492 -4.640
H 0.823 -2.031 -3.668
H 1.895 -1.676 -5.046
H 6.487 3.444 -0.273
H 7.641 3.152 -1.676
H 7.107 1.830 -0.549
H 6.324 1.190 -3.487
H 6.735 2.868 -3.853
H 5.006 2.231 -3.993
Cl 0.466 5.005 -1.811
N 1.511 5.475 3.872
C 0.481 4.942 3.616
N -0.748 4.549 3.536
C -1.179 4.161 2.320
N -1.539 3.791 1.305
*
```

Results
Relative energy (zero: lowest compared OMol25 entry of this formula, charge and spin): 2.406 eV
Frontier orbital gap (spin up / spin down): 5.47 / 5.57 eV